This record from the OMol25 dataset describes C37H44BF5MoN6O5S3Se as an isolated structure. The level of theory is wB97M-V/def2-TZVPD.

## Properties
E_LUMO (spin up / spin down) in eV: -6.6 / -7.3
Multiplicity: 3
Largest force on an atom in eV/Å: 0.63
HOMO-LUMO gap (spin up / spin down) in eV: 6.652 / 6.174
<S²>: 2.017
HOMO (spin up / spin down) in eV: -13.27 / -13.51
Net charge: +2
Energy relative to the best compared isomer or geometry (same formula, charge and spin) in eV: 1.511

Structure (XYZ):
```
103
C37H44BF5MoN6O5S3Se wB97M-V/def2-TZVPD
Mo -1.432 0.914 1.583
C 1.948 2.490 3.098
C 1.953 1.650 1.864
C 3.143 1.335 1.262
C 3.220 0.569 0.076
N 2.129 0.132 -0.507
N 0.993 0.426 0.128
B -0.424 0.198 -0.356
N -0.755 1.210 -1.516
N -0.439 0.745 -2.730
C -0.621 1.535 -3.762
C -1.129 2.843 -3.589
C -1.449 3.316 -2.349
C -1.999 4.686 -2.116
C -1.242 2.415 -1.277
S -1.577 2.883 0.377
C -0.253 1.006 -5.134
C 0.905 1.858 -5.675
C 0.182 -0.455 -5.055
C -1.472 1.131 -6.058
N -0.778 -1.222 -0.819
N 0.164 -2.061 -1.255
C -0.243 -3.197 -1.766
C -1.629 -3.490 -1.882
C -2.582 -2.630 -1.414
C -4.049 -2.894 -1.478
C -2.085 -1.443 -0.815
S -3.019 -0.248 -0.007
C 0.865 -4.147 -2.211
C 0.300 -5.470 -2.726
C 1.668 -3.464 -3.325
C 1.781 -4.417 -1.011
C 0.785 1.120 1.230
S -1.098 2.510 3.621
C 4.556 0.240 -0.566
C 4.362 -0.567 -1.847
C 5.282 1.555 -0.887
C 5.384 -0.581 0.432
H 2.953 2.838 3.326
H 1.311 3.365 2.971
H 1.585 1.925 3.958
H 4.061 1.701 1.704
H -1.271 3.478 -4.454
H -2.086 5.227 -3.056
H -2.984 4.633 -1.651
H -1.352 5.255 -1.446
H 1.784 1.779 -5.032
H 1.180 1.506 -6.669
H 0.636 2.912 -5.762
H 1.047 -0.583 -4.405
H -0.619 -1.090 -4.673
H 0.445 -0.799 -6.056
H -1.781 2.167 -6.203
H -1.222 0.728 -7.039
H -2.323 0.570 -5.670
H -1.939 -4.424 -2.329
H -4.248 -3.884 -1.879
H -4.493 -2.815 -0.484
H -4.544 -2.152 -2.107
H -0.324 -5.334 -3.611
H 1.124 -6.123 -3.010
H -0.283 -5.993 -1.964
H 1.043 -3.270 -4.199
H 2.082 -2.517 -2.979
H 2.488 -4.112 -3.636
H 1.239 -4.917 -0.205
H 2.600 -5.070 -1.314
H 2.203 -3.488 -0.627
H 3.774 -0.020 -2.584
H 5.340 -0.784 -2.278
H 3.854 -1.512 -1.651
H 4.692 2.177 -1.563
H 5.502 2.134 0.010
H 6.231 1.334 -1.375
H 4.891 -1.526 0.669
H 6.356 -0.810 -0.005
H 5.562 -0.043 1.364
O 0.919 -2.088 3.747
C -0.198 -1.786 3.115
O -0.351 -0.632 2.762
C -1.193 -2.898 2.853
O -2.403 -2.427 2.364
C -3.325 -2.004 3.363
C -3.414 -0.505 3.618
O -3.951 -0.091 4.611
O -2.967 0.288 2.655
H 0.932 -3.007 4.042
H -1.307 -3.491 3.769
H -0.741 -3.549 2.097
H -3.134 -2.495 4.319
H -4.320 -2.303 3.028
F -2.093 4.431 9.925
C -2.303 4.067 8.684
C -1.734 2.891 8.208
F -0.991 2.148 9.006
C -1.958 2.516 6.899
F -1.421 1.383 6.468
C -2.736 3.307 6.052
Se -3.103 2.763 4.275
C -3.303 4.473 6.551
F -4.055 5.236 5.766
C -3.090 4.859 7.863
F -3.621 5.972 8.334
```

=====

This record from the OMol25 dataset describes C37H44MnN4O3Te as an isolated structure in a non-equilibrium geometry. The level of theory is wB97M-V/def2-TZVPD.

## Properties
E_LUMO (spin up / spin down) in eV: -1.3 / -1.3
Multiplicity: 2
Largest force on an atom in eV/Å: 2.89
HOMO-LUMO gap (spin up / spin down) in eV: 5.743 / 5.614
<S²>: 0.846
HOMO (spin up / spin down) in eV: -7.02 / -6.92
Net charge: 0

Structure (XYZ):
```
90
C37H44MnN4O3Te wB97M-V/def2-TZVPD
Mn -0.144 0.388 -0.184
C 0.992 -0.938 3.672
C 0.908 -0.516 2.246
N -0.195 -0.290 1.621
N -1.426 -0.417 2.198
C -2.337 -0.033 1.312
O -2.078 0.377 0.127
C -3.764 -0.095 1.723
C -4.744 0.209 0.782
C -6.083 0.160 1.136
C -6.447 -0.190 2.429
C -5.471 -0.492 3.369
C -4.131 -0.447 3.019
C 2.116 -0.293 1.422
C 3.408 -0.446 1.908
C 4.472 -0.203 1.054
C 4.224 0.169 -0.258
C 2.906 0.293 -0.673
N 1.888 0.078 0.145
H -0.006 -0.969 4.099
H 1.607 -0.237 4.240
H 1.449 -1.926 3.757
H -4.436 0.483 -0.217
H -6.844 0.395 0.403
H -7.492 -0.226 2.704
H -5.756 -0.763 4.377
H -3.361 -0.681 3.738
H 3.571 -0.747 2.932
H 5.488 -0.304 1.412
H 5.028 0.369 -0.950
H 2.644 0.567 -1.687
C 0.241 2.681 2.663
C 0.698 2.940 1.229
O 1.515 3.834 1.015
N 0.123 2.182 0.288
Te 0.220 3.621 -1.646
C 0.925 4.252 -3.597
C 0.066 4.898 -4.486
C -1.380 5.184 -4.191
C 0.560 5.288 -5.732
C 1.876 5.075 -6.101
C 2.392 5.507 -7.445
C 2.720 4.459 -5.183
C 2.266 4.046 -3.939
C 3.228 3.348 -3.017
C -1.368 2.464 -2.446
C -1.179 1.577 -3.507
C 0.166 1.260 -4.099
C -2.291 0.930 -4.045
C -3.569 1.126 -3.549
C -4.755 0.418 -4.140
C -3.725 1.995 -2.477
C -2.649 2.667 -1.913
C -2.907 3.560 -0.732
H 0.073 3.651 3.128
H 1.055 2.196 3.206
H -0.657 2.069 2.736
H -1.584 5.255 -3.122
H -2.021 4.395 -4.591
H -1.676 6.125 -4.654
H -0.111 5.786 -6.423
H 1.625 6.033 -8.011
H 2.717 4.648 -8.034
H 3.251 6.172 -7.338
H 3.759 4.297 -5.445
H 4.254 3.500 -3.352
H 3.034 2.273 -3.013
H 3.152 3.699 -1.986
H 0.948 1.290 -3.338
H 0.438 1.967 -4.886
H 0.152 0.259 -4.529
H -2.142 0.244 -4.872
H -4.456 -0.246 -4.950
H -5.478 1.132 -4.537
H -5.269 -0.181 -3.386
H -4.715 2.159 -2.066
H -3.976 3.728 -0.611
H -2.414 4.530 -0.833
H -2.523 3.096 0.179
C -1.860 -2.405 -1.275
C -0.851 -1.750 -2.207
C 0.160 -2.751 -2.747
O -0.151 -0.721 -1.562
H -2.308 -3.282 -1.744
H -2.650 -1.706 -1.010
H -1.359 -2.725 -0.356
H -1.396 -1.299 -3.049
H 0.764 -3.142 -1.926
H 0.827 -2.274 -3.465
H -0.340 -3.587 -3.239
```

=====

- Number 2 is which compound?
  C37H44MnN4O3Te

=====

- Among the records above, which one has the lowest <S²>?
  C37H44MnN4O3Te

=====

- Which of these has the lowest <S²>?
  C37H44MnN4O3Te